{"formula": "C17H50N11O11", "method": "ωB97M-V with the def2-TZVPD basis set", "multiplicity": 2, "lumo_ev": [4.2, 4.2], "max_force_ev_per_a": 8.50, "homo_energy_ev": [1.7, -0.6], "total_charge": -2, "homo_lumo_gap_ev": [2.5217, 4.8511], "e_tot_ev": -57351.07830, "species": ["N", "H", "H", "H", "H", "C", "O", "O", "O", "C", "O", "C", "C", "N", "C", "C", "O", "C", "H", "H", "H", "H", "H", "H", "H", "H", "H", "H", "H", "H", "H", "H", "H", "C", "O", "C", "C", "N", "C", "C", "O", "C", "H", "H", "H", "H", "H", "H", "H", "H", "H", "H", "H", "H", "H", "H", "H", "C", "O", "N", "N", "H", "H", "H", "H", "C", "O", "N", "N", "H", "H", "H", "H", "C", "O", "N", "N", "H", "H", "H", "H", "C", "O", "N", "N", "H", "H", "H", "H"], "positions_angstrom": [[0.5963, 0.4514, 0.5135], [1.4113, 1.0479, 0.5203], [0.5033, -0.0938, 1.3587], [0.6883, -0.2942, -0.1616], [-0.2288, 1.0303, 0.4500], [-1.8567, 2.4665, 1.6396], [-2.8345, 2.8244, 2.3710], [-0.7301, 2.5473, 2.1545], [-2.0080, 2.0736, 0.4748], [-3.9236, -1.3655, -4.8515], [-3.2859, -0.1370, -5.0945], [-1.8604, -0.1454, -5.3145], [-1.2500, 1.2097, -4.9975], [-1.2086, 1.5835, -3.5070], [0.1267, 1.2518, -3.0366], [0.4180, -0.3111, -3.0596], [-0.3602, -1.1461, -2.2359], [-0.2157, -2.5026, -2.5086], [-4.9688, -1.0677, -4.9338], [-3.7900, -1.9206, -3.9230], [-3.7679, -2.0281, -5.7029], [-1.8324, -0.4645, -6.3563], [-1.3714, -0.9959, -4.8393], [-1.8394, 1.9855, -5.4863], [-0.2723, 1.2699, -5.4756], [-1.8678, 0.8737, -3.2209], [0.4080, 1.6801, -2.0746], [0.8432, 1.7294, -3.7049], [1.4022, -0.3760, -2.5957], [0.6281, -0.6587, -4.0711], [-0.7899, -2.8132, -3.3815], [-0.7542, -3.0581, -1.7408], [0.8279, -2.8137, -2.5565], [-2.5286, -4.1968, 0.6677], [-2.3598, -3.2685, 1.7097], [-1.4450, -2.3133, 1.3331], [-1.0882, -1.7104, 2.7058], [0.1638, -1.0527, 2.7710], [1.2659, -1.9096, 2.9432], [2.5524, -1.0645, 3.0786], [2.2959, -0.2428, 4.1647], [3.4570, 0.4737, 4.6013], [-3.4052, -4.8243, 0.8288], [-1.6063, -4.7695, 0.5706], [-2.7511, -3.7765, -0.3131], [-1.7759, -1.6898, 0.5025], [-0.5764, -2.8694, 0.9803], [-1.2097, -2.3637, 3.5698], [-1.8501, -0.9391, 2.8181], [0.2936, -0.4682, 3.5844], [1.3257, -2.5545, 2.0665], [1.2569, -2.5907, 3.7941], [2.7734, -0.3796, 2.2600], [3.3094, -1.7981, 3.3558], [4.3779, -0.0256, 4.9025], [3.2340, 1.0735, 5.4837], [3.6129, 1.2403, 3.8424], [2.7265, -2.4456, -0.5371], [2.0345, -1.4959, -0.3790], [2.4368, -3.6715, -0.2677], [3.9767, -2.4279, -1.0546], [3.1583, -4.3672, -0.3924], [1.4737, -3.9562, -0.3755], [4.3532, -1.5277, -1.3153], [4.4373, -3.3268, -1.0606], [1.4559, 3.4411, 4.7850], [0.3076, 3.4232, 5.1686], [2.4668, 3.6842, 5.5489], [1.7838, 3.0582, 3.5939], [3.4014, 3.6420, 5.1682], [2.2021, 4.2514, 6.3415], [2.6610, 3.3276, 3.1719], [1.0722, 2.6391, 3.0125], [2.0762, 3.7675, 0.0526], [2.6581, 2.8573, 0.4891], [0.8043, 3.9776, 0.2717], [2.6537, 4.5913, -0.8502], [0.3590, 3.4587, 1.0150], [0.3904, 4.7951, -0.1530], [2.1879, 5.4493, -1.1089], [3.5489, 4.3984, -1.2762], [-4.1772, 0.0267, -1.1251], [-4.7729, -0.8165, -1.7614], [-2.8761, -0.0234, -1.0664], [-4.5988, 0.9846, -0.4674], [-2.4319, -0.7938, -1.5452], [-2.3763, 0.6191, -0.4685], [-5.5910, 1.0314, -0.2845], [-3.9612, 1.6154, -0.0030]], "atomic_forces_ev_per_a": [[0.1, 0.1, -0.8], [0.4, 0.3, 0.0], [-0.1, -0.2, 1.7], [0.1, 0.1, -0.9], [-1.2, 0.9, -0.2], [-3.1, 1.6, 3.6], [-1.2, -0.1, -0.4], [5.2, -0.1, 0.7], [-0.1, -1.9, -4.4], [-1.0, 0.3, -1.2], [1.0, 0.6, 1.3], [-1.3, -0.9, -0.5], [-0.4, 0.7, 0.4], [0.3, -0.8, -2.6], [-0.3, -1.9, 0.2], [2.4, 1.5, 0.9], [-1.2, 1.0, -0.4], [-0.6, -0.6, 0.2], [-0.2, -0.4, 0.4], [0.5, 0.6, 0.3], [0.3, -0.4, -0.2], [0.8, 0.6, -0.7], [-0.1, 0.2, 0.8], [-0.3, -0.1, -0.1], [0.3, -0.1, 0.2], [-0.3, 0.2, 1.5], [-0.7, -0.1, 0.4], [0.1, -0.2, -0.3], [0.6, 0.1, -0.1], [-0.8, -0.3, -0.3], [0.3, 0.2, -0.8], [0.4, 0.1, 0.5], [0.0, -0.1, -0.1], [-0.4, -0.3, -0.2], [-2.1, -1.3, -0.8], [2.0, -0.8, 1.5], [-1.6, 2.0, -0.4], [0.9, 0.8, 0.6], [2.0, -0.8, -1.7], [-1.1, -1.1, 0.1], [1.1, 0.6, 2.5], [-1.1, 1.4, -0.1], [0.2, -0.2, 0.6], [0.0, -0.4, -0.1], [0.2, 0.7, -0.1], [-0.2, 0.6, 0.4], [0.6, 0.1, -0.4], [-0.2, -0.8, -0.4], [-0.1, 0.2, 0.4], [-1.2, 0.9, 0.0], [0.4, -0.1, -0.1], [-0.4, 0.0, 0.6], [0.3, -0.7, -0.7], [0.7, 0.2, -0.5], [-0.1, -1.0, -0.7], [-0.7, -0.2, 0.1], [0.7, -0.1, -0.2], [3.6, -0.3, -1.5], [-2.3, 2.9, 0.3], [-2.6, -3.8, 1.6], [0.4, 1.7, -0.2], [-0.2, -0.6, -0.2], [0.0, -0.2, 0.4], [0.4, -0.4, 0.1], [0.9, 0.3, -0.5], [-3.7, -1.3, -0.8], [-1.1, 0.5, 1.3], [3.6, 1.7, 3.6], [1.3, -1.0, -4.0], [-0.2, 0.4, 0.4], [0.7, -0.1, 0.1], [-0.3, -0.2, -0.1], [-0.7, 0.2, -0.3], [-1.9, 2.4, -2.3], [3.6, -5.2, 2.7], [-1.1, 1.7, -0.4], [0.9, 2.1, -1.5], [-1.4, -0.6, 0.9], [-0.4, -0.5, 0.4], [0.2, -0.3, -0.1], [-0.3, -0.1, 0.5], [2.4, -3.8, -2.4], [-2.6, -1.8, -1.4], [4.0, -1.4, -0.8], [-5.0, 5.7, 3.8], [0.1, 0.4, 0.2], [0.5, 0.4, 0.2], [0.3, 0.3, 0.0], [0.3, 0.4, 0.5]]}

{"formula": "C2H3NO2S", "method": "ωB97M-V with the def2-TZVPD basis set", "lumo_ev": [-1.3, -1.3], "max_force_ev_per_a": 3.54, "homo_energy_ev": [-8.3, -8.4], "relative_energy_kcal_mol": 111.3, "total_charge": 0, "homo_lumo_gap_ev": [7.0171, 7.0420], "e_tot_ev": -18538.62562, "species": ["C", "C", "N", "O", "O", "S", "H", "H", "H"], "positions_angstrom": [[-1.2809, -1.0762, -0.2006], [0.0780, 0.5271, -0.6126], [-1.0298, 0.2475, 0.2175], [-1.9427, -1.9289, 0.2448], [1.9873, 0.3197, 1.0568], [0.2153, -1.0055, -1.4408], [0.6695, 1.3845, -0.7919], [-1.4799, 0.8198, 1.0116], [2.7831, 0.7120, 0.5151]], "atomic_forces_ev_per_a": [[1.6, 0.4, 0.5], [0.3, -2.5, 2.5], [0.6, 1.5, -0.6], [-0.5, -0.1, -0.4], [0.6, 1.3, -2.9], [-1.4, 0.8, 0.9], [-0.1, 1.0, 0.1], [1.2, -1.3, -1.8], [-2.2, -1.1, 1.5]]}